No. 1
ORCA calculation (wB97M-V/def2-TZVPD) on C38H47N2O8PPbS2Se2 as an isolated structure.

ORCA input file:
```
! wB97M-V def2-TZVPD RIJCOSX def2/J DEFGRID3
* xyz 0 1
Pb -0.175 -0.151 -0.673
C -4.063 1.531 0.993
Se -2.173 1.930 1.209
C -2.158 3.708 0.397
C -2.876 3.795 -0.934
Se -2.256 2.446 -2.201
C -2.738 3.415 -3.815
H -4.668 2.308 1.455
H -4.242 0.586 1.501
H -4.303 1.429 -0.064
H -1.098 3.940 0.284
H -2.590 4.402 1.118
H -2.691 4.771 -1.384
H -3.953 3.691 -0.805
H -3.819 3.508 -3.877
H -2.425 2.812 -4.666
H -2.234 4.380 -3.818
C -0.397 -1.220 1.552
C -0.345 -1.537 2.750
C -0.246 -1.761 4.091
C -1.140 -1.035 4.988
C -1.586 -1.603 6.188
C -2.476 -0.911 6.988
C -2.911 0.354 6.610
C -2.472 0.925 5.422
C -1.600 0.231 4.606
C 0.769 -2.684 4.584
C 1.241 -3.702 3.744
C 2.235 -4.556 4.180
C 2.788 -4.388 5.445
C 2.346 -3.367 6.276
C 1.336 -2.521 5.854
H -1.268 -2.600 6.465
H -2.839 -1.359 7.902
H -3.604 0.893 7.243
H -2.815 1.906 5.123
H -1.260 0.663 3.673
H 0.806 -3.816 2.760
H 2.584 -5.352 3.536
H 3.572 -5.054 5.782
H 2.793 -3.228 7.251
H 1.011 -1.708 6.489
C 0.788 3.311 -2.508
C 1.464 2.126 -3.138
C 0.713 1.103 -3.720
C 1.333 -0.009 -4.262
C 2.719 -0.106 -4.225
C 3.485 0.910 -3.680
C 2.851 2.021 -3.145
S 3.502 -1.552 -4.870
O 2.731 -2.012 -5.985
O 4.902 -1.262 -4.968
N 3.321 -2.694 -3.728
C 4.037 -2.686 -2.460
C 3.087 -3.056 -1.334
C 2.052 -1.970 -1.107
O 2.429 -0.811 -0.840
O 0.824 -2.276 -1.192
H -0.114 3.591 -3.051
H 1.459 4.170 -2.466
H 0.476 3.070 -1.486
H -0.367 1.194 -3.767
H 0.751 -0.787 -4.743
H 4.564 0.832 -3.699
H 3.447 2.828 -2.735
H 2.496 -3.264 -3.832
H 4.443 -1.688 -2.283
H 4.875 -3.384 -2.498
H 3.651 -3.179 -0.406
H 2.587 -4.001 -1.549
C 3.094 -0.370 2.415
P 2.465 1.183 1.762
C 3.673 1.766 0.577
C 2.496 2.339 3.144
O 1.075 1.079 1.200
H 4.073 -0.226 2.875
H 3.174 -1.072 1.586
H 2.398 -0.761 3.157
H 4.661 1.847 1.032
H 3.364 2.744 0.206
H 3.697 1.058 -0.251
H 3.504 2.456 3.542
H 1.837 1.972 3.931
H 2.127 3.306 2.804
N -2.008 -1.981 -1.141
C -2.696 -1.392 -2.248
C -4.021 -0.998 -2.124
C -4.621 -0.276 -3.141
C -3.905 0.059 -4.282
C -2.594 -0.367 -4.418
C -1.984 -1.093 -3.402
S -4.675 1.087 -5.541
O -5.490 0.174 -6.315
O -5.428 2.055 -4.753
O -3.536 1.653 -6.253
H -2.644 -2.298 -0.421
H -1.381 -2.735 -1.401
H -4.572 -1.238 -1.220
H -5.642 0.071 -3.049
H -2.054 -0.101 -5.319
H -0.954 -1.426 -3.500
*
```

- total energy (eV) = -226427.9625
- lowest unoccupied orbital energy (eV) = -3.19
- relative energy (zero: lowest compared OMol25 entry of this formula, charge and spin) (kcal/mol) = 34.35
- HOMO-LUMO gap (Ha) = 0.156

***

No. 2
ORCA calculation (wB97M-V/def2-TZVPD) on C38H48AsN7O3PS6V as an isolated structure at a distorted geometry.

ORCA input file:
```
! wB97M-V def2-TZVPD RIJCOSX def2/J DEFGRID3
* xyz -1 2
V 1.471 0.112 0.534
C 4.955 -0.304 3.039
O 4.338 0.983 3.247
C 3.167 0.933 2.579
N 2.885 -0.163 1.924
C 4.025 -1.066 2.055
C 3.719 -2.457 2.542
C 4.757 -3.382 2.495
C 4.574 -4.680 2.939
C 3.335 -5.078 3.415
C 2.293 -4.164 3.450
C 2.483 -2.854 3.027
C 2.223 1.979 2.553
C 2.180 3.122 3.353
C 1.043 3.897 3.375
C -0.091 3.430 2.679
C 0.001 2.307 1.896
N 1.184 1.637 1.695
C -1.128 1.605 1.334
N -1.037 0.461 0.774
C -2.391 0.115 0.326
C -3.271 1.144 1.063
O -2.356 2.178 1.447
C -2.825 -1.307 0.579
C -4.179 -1.628 0.525
C -4.605 -2.932 0.718
C -3.678 -3.938 0.951
C -2.329 -3.625 1.000
C -1.907 -2.315 0.828
H 5.024 -0.802 4.010
H 5.954 -0.135 2.638
H 4.491 -1.163 1.062
H 5.704 -3.091 2.061
H 5.387 -5.389 2.879
H 3.175 -6.100 3.733
H 1.314 -4.485 3.774
H 1.662 -2.142 3.031
H 3.034 3.357 3.973
H 0.986 4.783 3.990
H -1.054 3.909 2.789
H -2.423 0.295 -0.758
H -3.711 0.720 1.969
H -4.051 1.585 0.444
H -4.912 -0.855 0.331
H -5.660 -3.165 0.675
H -4.008 -4.960 1.082
H -1.590 -4.398 1.160
H -0.856 -2.074 0.874
S 2.406 -2.082 -3.474
As 3.012 -1.692 -1.481
S 3.248 0.463 -0.907
S 1.293 -2.112 -0.113
S 4.787 -2.725 -0.968
S -0.285 -0.233 4.146
C -1.019 -1.628 4.593
N -0.424 -2.724 5.091
C -1.269 -3.809 5.547
C -2.546 -3.694 4.723
S -2.751 -1.909 4.449
H 0.575 -2.714 5.223
H -1.487 -3.706 6.617
H -0.771 -4.768 5.383
H -3.413 -4.090 5.245
H -2.446 -4.182 3.755
O 0.411 1.207 -1.427
P -0.206 1.777 -2.648
N 0.907 2.407 -3.691
C 2.184 1.700 -3.940
C 2.557 2.050 -5.383
C 1.243 2.489 -6.020
C 0.556 3.206 -4.865
N -1.246 0.645 -3.268
C -0.984 -0.799 -3.014
C -1.665 -1.512 -4.183
C -2.679 -0.497 -4.702
C -1.910 0.809 -4.557
N -1.188 3.123 -2.477
C -2.505 2.973 -1.861
C -2.949 4.414 -1.682
C -1.669 5.082 -1.180
C -0.533 4.296 -1.859
H 2.068 0.624 -3.805
H 2.944 2.027 -3.229
H 3.022 1.201 -5.883
H 3.264 2.882 -5.402
H 0.660 1.617 -6.325
H 1.378 3.132 -6.890
H -0.523 3.307 -4.969
H 0.980 4.214 -4.764
H -1.419 -1.088 -2.056
H 0.080 -1.025 -2.973
H -2.120 -2.451 -3.870
H -0.927 -1.738 -4.955
H -3.560 -0.479 -4.054
H -3.003 -0.683 -5.725
H -2.539 1.701 -4.564
H -1.187 0.896 -5.377
H -2.436 2.492 -0.883
H -3.164 2.382 -2.497
H -3.784 4.518 -0.992
H -3.240 4.825 -2.650
H -1.595 4.976 -0.098
H -1.630 6.144 -1.416
H 0.217 3.983 -1.126
H -0.025 4.880 -2.627
*
```

- total energy (eV) = -217592.8510
- lowest unoccupied orbital energy (spin up / spin down) (eV) = 1.96 / 1.96
- relative energy (zero: lowest compared OMol25 entry of this formula, charge and spin) (kcal/mol) = 0.00
- ⟨S²⟩ = 0.797
- HOMO-LUMO gap (spin up / spin down) (Ha) = 0.202 / 0.203

***

No. 3
ORCA calculation (wB97M-V/def2-TZVPD) on C38H48BGeN12O8Os as an isolated structure at a distorted geometry.

ORCA input file:
```
! wB97M-V def2-TZVPD RIJCOSX def2/J DEFGRID3
* xyz 1 1
Os -0.435 0.358 -1.482
C 1.333 -0.457 -4.733
C 0.642 0.838 -4.478
C 0.654 1.899 -5.375
C -0.037 2.933 -4.771
C -0.284 4.318 -5.260
N -0.440 2.497 -3.573
N -0.053 1.197 -3.376
B -1.140 3.257 -2.445
N -2.398 2.495 -2.030
N -2.301 1.341 -1.303
C -3.559 1.089 -0.836
C -4.138 0.032 0.057
C -4.410 2.090 -1.287
C -3.651 2.959 -2.041
C -4.055 4.210 -2.739
N -0.211 3.296 -1.213
N 0.270 2.115 -0.726
C 1.181 2.407 0.220
C 2.069 1.382 0.820
C 1.209 3.783 0.402
C 0.325 4.313 -0.532
C 0.007 5.737 -0.829
H 1.946 -0.342 -5.625
H 0.627 -1.268 -4.909
H 1.982 -0.729 -3.906
H 1.119 1.908 -6.345
H 0.108 4.421 -6.269
H 0.211 5.053 -4.625
H -1.347 4.556 -5.278
H -1.396 4.365 -2.790
H -3.495 -0.280 0.865
H -4.427 -0.863 -0.490
H -5.038 0.458 0.499
H -5.463 2.158 -1.076
H -5.138 4.302 -2.714
H -3.734 4.205 -3.780
H -3.626 5.092 -2.261
H 1.914 0.425 0.335
H 1.909 1.268 1.893
H 3.109 1.672 0.665
H 1.836 4.330 1.085
H 0.536 6.381 -0.130
H -1.062 5.933 -0.738
H 0.309 6.006 -1.840
O -1.526 -7.298 -1.792
N -0.534 -6.856 -2.333
O 0.322 -7.513 -2.884
C -0.353 -5.398 -2.309
C 0.823 -4.865 -2.804
C 0.997 -3.500 -2.736
C -0.011 -2.613 -2.310
O 0.088 -1.326 -2.461
C -1.131 -3.244 -1.714
C -1.315 -4.613 -1.703
N -2.008 -2.402 -1.005
O -2.299 -2.734 0.309
O -2.163 -1.194 -1.335
N 2.350 -2.987 -2.964
O 2.752 -2.168 -2.154
O 2.992 -3.444 -3.879
H 1.604 -5.503 -3.192
H -2.181 -5.057 -1.234
C 4.068 1.347 5.068
C 2.623 1.559 4.717
C 2.149 2.802 4.305
C 0.823 2.986 3.956
C -0.082 1.928 4.016
N -1.412 2.220 3.634
C -2.575 1.490 3.736
O -3.635 2.018 3.979
N -2.519 0.112 3.510
C -1.784 -0.584 2.553
C -1.750 -1.923 2.506
C -1.176 -2.582 1.296
C -0.027 -1.754 0.760
N -0.532 -0.380 0.499
C -1.250 0.161 1.404
C 0.364 0.689 4.465
C 1.702 0.521 4.799
H 4.564 2.292 5.283
H 4.607 0.871 4.245
H 4.172 0.705 5.942
H 2.829 3.644 4.257
H 0.482 3.963 3.633
H -1.636 3.204 3.667
H -3.351 -0.344 3.853
H -2.242 -2.521 3.263
H -0.837 -3.594 1.507
H 0.307 -2.150 -0.189
H -1.571 1.185 1.251
H -0.317 -0.139 4.592
H 2.026 -0.451 5.152
C 1.869 -4.129 3.774
Ge 2.108 -3.544 1.927
C 3.989 -3.178 1.566
C 1.478 -4.899 0.655
C 1.163 -1.798 1.720
H 2.324 -5.107 3.926
H 0.815 -4.201 4.047
H 2.352 -3.423 4.451
H 4.604 -4.046 1.803
H 4.343 -2.339 2.167
H 4.131 -2.935 0.512
H 1.321 -5.850 1.164
H 2.247 -5.050 -0.104
H 0.554 -4.639 0.143
H 1.948 -1.142 1.353
H 0.865 -1.426 2.700
*
```

- total energy (eV) = -134094.7385
- lowest unoccupied orbital energy (spin up / spin down) (eV) = -4.48 / -4.48
- relative energy (zero: lowest compared OMol25 entry of this formula, charge and spin) (kcal/mol) = 68.55
- HOMO-LUMO gap (spin up / spin down) (Ha) = 0.221 / 0.221

***

No. 4
ORCA calculation (wB97M-V/def2-TZVPD) on C38H49B2Cl5F4KN8O6S2Si2Te as an isolated structure at a distorted geometry.

ORCA input file:
```
! wB97M-V def2-TZVPD RIJCOSX def2/J DEFGRID3
* xyz -1 1
K 0.049 0.067 0.827
C 2.343 3.751 -3.642
C 1.529 2.857 -2.763
N 1.059 1.727 -3.117
O 1.274 1.285 -4.386
B 0.878 -0.129 -4.488
F 0.814 -0.486 -5.794
F -0.607 -0.160 -3.985
O 1.633 -1.083 -3.729
N 1.913 -0.588 -2.464
C 2.802 -1.211 -1.797
C 3.508 -2.455 -2.235
C 3.133 -0.596 -0.474
N 2.308 0.258 -0.035
O 2.537 0.755 1.234
B 2.002 2.146 1.446
F 1.714 2.257 2.793
F 2.997 3.039 1.046
O 0.700 2.426 0.737
N 0.741 2.281 -0.636
C 1.281 3.213 -1.328
C 1.709 4.561 -0.847
C 4.382 -1.002 0.247
H 2.434 3.313 -4.631
H 3.339 3.901 -3.222
H 1.877 4.734 -3.724
H 2.998 -2.885 -3.091
H 3.524 -3.179 -1.419
H 4.541 -2.245 -2.516
H 1.302 4.744 0.144
H 1.341 5.315 -1.545
H 2.792 4.643 -0.786
H 5.176 -1.254 -0.454
H 4.192 -1.874 0.877
H 4.709 -0.183 0.884
C -8.745 2.839 0.427
C -7.256 2.636 0.456
C -6.699 1.403 0.136
C -5.323 1.221 0.139
C -4.500 2.285 0.465
C -5.033 3.519 0.811
C -6.407 3.686 0.798
S -2.740 2.082 0.424
O -2.225 2.978 1.415
O -2.366 2.477 -0.995
N -2.364 0.582 0.477
C -2.550 -0.120 1.697
C -3.305 0.367 2.770
C -3.439 -0.418 3.897
C -2.825 -1.660 3.948
C -2.081 -2.045 2.851
N -1.942 -1.307 1.755
H -9.040 3.391 -0.468
H -9.081 3.412 1.291
H -9.272 1.888 0.421
H -7.345 0.570 -0.111
H -4.891 0.257 -0.092
H -4.372 4.326 1.093
H -6.829 4.646 1.065
H -3.760 1.348 2.750
H -4.005 -0.047 4.742
H -2.879 -2.289 4.823
H -1.545 -2.987 2.842
Cl 2.614 -3.103 2.835
C 1.524 -3.578 1.504
C 0.919 -2.590 0.767
C 0.073 -3.078 -0.198
Cl -0.755 -1.911 -1.255
C -0.197 -4.419 -0.446
Cl -1.302 -4.930 -1.680
C 0.461 -5.372 0.327
Cl 0.185 -7.055 0.057
C 1.345 -4.948 1.318
Cl 2.182 -6.131 2.268
S -0.030 -0.263 5.598
C 1.561 0.198 5.454
N 2.241 -0.135 4.306
C 3.514 0.185 4.057
C 4.215 0.866 5.008
C 3.497 1.195 6.173
N 2.251 0.889 6.405
H 1.699 -0.619 3.595
H 3.891 -0.112 3.091
H 5.242 1.155 4.859
H 3.993 1.755 6.960
C -4.565 3.553 -3.057
Si -2.790 3.971 -3.486
C -2.060 5.241 -2.324
C -2.817 4.744 -5.201
C -1.613 2.514 -3.703
Te -1.273 1.030 -2.213
C -3.210 0.275 -2.766
Si -3.911 -1.479 -2.738
C -4.083 -2.265 -1.044
C -5.666 -1.181 -3.364
C -3.042 -2.556 -3.993
H -5.211 4.333 -3.466
H -4.738 3.498 -1.986
H -4.876 2.605 -3.495
H -2.755 6.073 -2.198
H -1.139 5.647 -2.749
H -1.831 4.835 -1.342
H -3.285 5.728 -5.160
H -3.386 4.136 -5.903
H -1.815 4.869 -5.607
H -0.654 2.965 -3.954
H -1.899 1.912 -4.570
H -3.312 0.578 -3.814
H -3.885 0.915 -2.194
H -5.094 -2.118 -0.656
H -3.371 -1.888 -0.319
H -3.909 -3.339 -1.124
H -6.187 -0.464 -2.727
H -6.239 -2.108 -3.355
H -5.675 -0.793 -4.382
H -1.960 -2.468 -3.936
H -3.351 -2.277 -5.002
H -3.300 -3.603 -3.838
*
```

- total energy (eV) = -200293.8281
- lowest unoccupied orbital energy (eV) = 1.82
- HOMO-LUMO gap (Ha) = 0.268

***

Calculated molar mass (u), listed in the same order as above: 1120.028, 1000.090, 1074.530, 1275.745